# 1
Below is one molecule with the formula C9H18N2OS in a non-equilibrium geometry, with properties calculated with ωB97M-V/def2-TZVPD.

The molar mass comes out at 202.32 g mol⁻¹. For the electronic energy, the calculation gives -936.61142 Ha. As for the SMILES: CCC[C@H]1SCCN1CCC(N)=O. Its HOMO-LUMO gap is 8.713 eV. The HOMO energy is -8.1 eV. As for the energy above the lowest of the compared OMol25 structures with the same formula, charge and spin: 153.0 kJ/mol. The largest force on an atom is 0.15196 Eh/bohr.

ORCA input file:
```
! wB97M-V def2-TZVPD RIJCOSX def2/J DEFGRID3
* xyz 0 1
C 1.4016 1.9849 2.4854
C 1.6579 0.6762 1.8066
C 0.4803 -0.2591 2.0551
C 0.3034 -1.3528 1.0302
S -0.6054 -2.7687 1.8715
C -1.5917 -3.1420 0.3350
C -1.1358 -2.2546 -0.7334
N -0.5339 -1.0516 -0.1454
C -0.7369 0.3221 -0.7019
C 0.2254 0.5824 -1.8364
C -0.1400 1.9843 -2.3387
N -0.6849 2.1170 -3.6458
O 0.0064 2.9261 -1.5225
H 1.7836 1.8775 3.5249
H 1.9730 2.7782 1.9446
H 0.2912 2.2487 2.4728
H 2.4926 0.2220 2.2941
H 1.8736 0.8957 0.7286
H -0.3771 0.3356 2.0442
H 0.5250 -0.7798 3.0260
H 1.3340 -1.5199 0.8060
H -2.5936 -2.9777 0.6075
H -1.5101 -4.1875 -0.0169
H -0.4778 -2.6800 -1.5094
H -2.0670 -1.9856 -1.2826
H -0.5275 0.9488 0.1455
H -1.6340 0.3819 -1.0437
H 0.0800 -0.1276 -2.6009
H 1.3272 0.5355 -1.4726
H -0.5392 1.2493 -4.2135
H -0.6004 3.0208 -4.1142
*
```



# 2
Below is a 2-piece molecular cluster, C9H18N5 overall in a non-equilibrium geometry, with properties calculated with ωB97M-V/def2-TZVPD.

The molar mass comes out at 196.28 g mol⁻¹. For the electronic energy, the calculation gives -627.13383 Ha. Its HOMO-LUMO gap is 9.720 eV. The HOMO energy is -12.6 eV. As for the energy above the lowest of the compared OMol25 structures with the same formula, charge and spin: 338.6 kJ/mol. The largest force on an atom is 0.11817 Eh/bohr.

ORCA input file:
```
! wB97M-V def2-TZVPD RIJCOSX def2/J DEFGRID3
* xyz 1 1
C 0.0166 1.7188 -1.1012
C -2.1119 0.9977 2.0088
C -1.7711 -0.2587 1.1185
C -0.8192 1.8391 1.9243
C -0.2983 -0.2241 1.1581
C 1.2581 -1.9551 2.0386
C -0.3124 -2.4255 0.0825
C 2.0089 0.3079 -3.5829
C 0.6186 -1.4169 0.7609
N -0.5053 2.2626 -2.3044
N 0.9697 0.9219 -1.5957
N 0.1669 1.8115 -3.3741
N 1.0437 1.0992 -2.8968
N 0.2143 0.8904 1.4870
H -3.0287 1.5230 1.7226
H -2.2892 0.6912 3.0332
H -2.2778 -1.1522 1.3081
H -2.0342 0.0150 0.0737
H -0.8995 2.4694 0.9891
H -0.5076 2.3998 2.8624
H 0.6255 -2.7485 2.5759
H 1.5538 -1.2076 2.7559
H 2.1674 -2.5181 1.8787
H 0.3920 -2.9320 -0.5221
H -1.0140 -2.0332 -0.5672
H -1.0084 -3.1078 0.6932
H 1.4210 -0.2926 -4.4811
H 2.6369 0.7952 -4.2754
H 2.4859 -0.3488 -2.9379
H 1.4518 -1.0436 0.1749
H -1.3462 2.8201 -2.5648
H 1.1928 1.1017 1.5573
*
```



# 3
Below is an isolated ion of composition C9H18NO2 and charge -1 in a non-equilibrium geometry, with properties calculated with ωB97M-V/def2-TZVPD.

The molar mass comes out at 172.25 g mol⁻¹. For the electronic energy, the calculation gives -558.82437 Ha. As for the SMILES: CCCCCCC[C@@H](N)C(=O)[O-]. Its HOMO-LUMO gap is 6.993 eV. The HOMO energy is -4.0 eV. As for the energy above the lowest of the compared OMol25 structures with the same formula, charge and spin: 456.8 kJ/mol. The largest force on an atom is 0.14595 Eh/bohr.

ORCA input file:
```
! wB97M-V def2-TZVPD RIJCOSX def2/J DEFGRID3
* xyz -1 1
C -1.1950 3.6561 0.7538
C -1.6734 2.6074 1.9614
C -0.4800 1.5351 2.3796
C -0.5908 0.0941 1.5559
C 0.9668 -0.4953 1.4160
C 1.0052 -1.8318 0.4134
C 0.8245 -1.2481 -1.1099
C 0.7366 -2.4196 -2.2781
N -0.7059 -2.5376 -2.7369
C 1.6266 -1.8177 -3.5599
O 2.8510 -2.3058 -3.7762
O 1.0250 -0.7346 -4.3599
H -0.2000 3.3189 0.2265
H -2.0713 3.8433 -0.0271
H -0.9801 4.7229 1.2386
H -2.6246 2.0034 1.6112
H -1.8950 3.3029 2.9025
H -0.4975 1.2554 3.5331
H 0.6020 1.9526 2.1191
H -1.1119 0.2466 0.5097
H -1.2151 -0.7170 2.1307
H 1.5760 0.3742 0.8716
H 1.3521 -0.7225 2.4982
H 0.1484 -2.6040 0.6551
H 2.0938 -2.2975 0.5351
H 1.7793 -0.5783 -1.3630
H -0.1165 -0.5662 -1.2534
H 1.1803 -3.4544 -1.9119
H -1.3115 -3.0112 -2.0046
H -1.0990 -1.5714 -2.9306
*
```



# 4
Below is a 2-piece molecular cluster, C9H18NO2 overall in a non-equilibrium geometry, with properties calculated with ωB97M-V/def2-TZVPD.

The molar mass comes out at 172.25 g mol⁻¹. For the electronic energy, the calculation gives -558.56526 Ha. Its HOMO-LUMO gap is 9.769 eV. The HOMO energy is -12.9 eV. As for the energy above the lowest of the compared OMol25 structures with the same formula, charge and spin: 388.1 kJ/mol. The largest force on an atom is 0.11039 Eh/bohr.

ORCA input file:
```
! wB97M-V def2-TZVPD RIJCOSX def2/J DEFGRID3
* xyz 1 1
C -0.2461 -1.8017 -0.2017
C 2.5943 -0.4047 -0.8392
C 2.8887 -0.2941 0.7086
C 1.4785 0.6089 -1.0346
C 1.9399 0.7841 1.1356
C -2.0917 0.2661 -1.4484
C -3.0718 -0.3521 0.8746
C -0.2312 -0.5238 0.4926
C -2.0633 0.4335 0.0754
N 0.6863 0.5293 0.2514
O -0.9384 -2.6592 0.2541
O -1.7262 1.6461 0.4607
H 0.4166 -2.0963 -1.1793
H 3.5451 -0.2893 -1.2964
H 2.3410 -1.5053 -1.1558
H 2.6047 -1.2392 1.3499
H 3.8112 0.1081 1.0337
H 1.8176 1.5834 -1.1651
H 0.9310 0.3619 -1.8916
H 1.5202 0.6860 2.0895
H 2.3710 1.8718 0.9511
H -1.4358 0.8700 -2.0089
H -1.9882 -0.6480 -1.8933
H -2.9585 0.4848 -1.9411
H -2.6927 -0.1524 1.9729
H -3.0043 -1.4718 0.7179
H -4.0856 0.2248 0.6609
H -0.3248 -0.5117 1.6057
H -0.0074 1.4024 0.1592
H -2.0801 2.0885 1.2617
*
```



# 5
Below is a 2-piece molecular cluster, C9H18OSi overall in a non-equilibrium geometry, with properties calculated with ωB97M-V/def2-TZVPD.

The molar mass comes out at 170.33 g mol⁻¹. For the electronic energy, the calculation gives -718.26495 Ha. Its HOMO-LUMO gap (spin up / spin down) is 8.229 / 8.231 eV. The HOMO energy (spin up / spin down) is -7.5 / -7.5 eV. As for the energy above the lowest of the compared OMol25 structures with the same formula, charge and spin: 484.2 kJ/mol. The largest force on an atom is 0.10504 Eh/bohr.

ORCA input file:
```
! wB97M-V def2-TZVPD RIJCOSX def2/J DEFGRID3
* xyz 0 1
C -1.2383 -2.8149 0.7215
C -1.1288 -2.0710 -0.3827
C -2.8751 0.9537 -0.7037
C -2.1322 2.2011 -0.2904
C -1.3620 0.9209 -0.6726
C 2.0158 1.8702 0.5399
C 2.3127 -1.2396 1.2106
C 1.8764 -0.2633 -1.7412
C -0.5054 0.2003 0.1833
O -0.8350 0.0440 1.5472
Si 1.3812 0.1211 0.0535
H -1.3469 -3.9157 0.8051
H -1.2796 -2.4134 1.7964
H -1.0781 -2.4471 -1.4223
H -3.3313 0.3476 -0.0260
H -3.3619 0.7353 -1.6685
H -2.0197 3.0614 -0.8558
H -2.2325 2.3917 0.7587
H -0.9877 1.1068 -1.6169
H 3.0556 1.7665 0.7231
H 1.8376 2.5743 -0.2706
H 1.5345 2.1255 1.3967
H 2.6806 -2.1806 0.8510
H 3.2670 -0.8282 1.5822
H 1.7570 -1.4163 2.1139
H 1.9598 -1.3464 -1.6865
H 1.1410 0.0910 -2.4137
H 2.7359 0.1778 -2.1277
H -1.8405 0.2474 1.5955
*
```



# 6
Below is C9H18Si as an isolated structure in a non-equilibrium geometry, with properties calculated with ωB97M-V/def2-TZVPD.

The molar mass comes out at 154.33 g mol⁻¹. For the electronic energy, the calculation gives -643.09513 Ha. Its HOMO-LUMO gap is 9.206 eV. The HOMO energy is -8.2 eV. As for the energy above the lowest of the compared OMol25 structures with the same formula, charge and spin: 212.0 kJ/mol. The largest force on an atom is 0.09292 Eh/bohr.

ORCA input file:
```
! wB97M-V def2-TZVPD RIJCOSX def2/J DEFGRID3
* xyz 0 1
C 1.3560 0.8174 -0.4003
C -1.7803 -0.7243 0.0874
C 2.8220 0.9259 0.0656
C 0.1267 1.3993 0.4846
C -2.0505 0.1161 1.2847
C -2.2017 1.6624 -0.7511
C 0.9370 -1.7770 1.4461
C 0.5555 -2.1798 -1.7185
C -1.3444 0.8118 0.2330
Si 0.2849 -0.9382 -0.2455
H 3.1120 1.9014 -0.1359
H 3.3903 0.2640 -0.5687
H 2.9896 0.6975 1.1495
H 1.2622 1.3240 -1.3246
H -0.0077 2.4664 0.4580
H 0.3601 1.2087 1.5409
H -1.5688 -0.1595 2.1918
H -2.4979 -1.0049 -0.7598
H -3.1635 0.2576 1.4112
H -3.2136 1.3974 -0.6346
H -1.9585 1.5723 -1.8497
H -1.9896 2.7179 -0.6509
H 0.3463 -2.6684 1.4917
H 1.9854 -1.9611 1.3641
H 0.4753 -1.0895 2.1227
H 1.4137 -2.8174 -1.6564
H -0.3340 -2.6200 -2.0284
H 0.6932 -1.5999 -2.6070
*
```



# 7
Below is a 2-piece molecular cluster, C9H18Si overall in a non-equilibrium geometry, with properties calculated with ωB97M-V/def2-TZVPD.

The molar mass comes out at 154.33 g mol⁻¹. For the electronic energy, the calculation gives -643.04575 Ha. Its HOMO-LUMO gap is 8.842 eV. The HOMO energy is -8.0 eV. As for the energy above the lowest of the compared OMol25 structures with the same formula, charge and spin: 341.6 kJ/mol. The largest force on an atom is 0.06888 Eh/bohr.

ORCA input file:
```
! wB97M-V def2-TZVPD RIJCOSX def2/J DEFGRID3
* xyz 0 1
C -0.1521 3.3946 -0.6044
C 1.4736 -0.6191 -2.1811
C -0.8897 2.3490 -0.3118
C 1.1564 0.3725 -1.3909
C -2.8090 -1.1355 -0.0972
C 2.3086 -0.2252 1.1310
C 0.4941 -1.7746 2.1487
C -2.0038 -0.4216 -1.2379
C 0.8542 -0.3911 1.6221
Si -0.4043 0.4390 -0.4666
H -0.5961 4.3448 -0.7991
H 0.8009 3.4095 -0.9368
H 2.5076 -0.8180 -2.4084
H 0.6733 -1.4397 -2.3774
H -1.9677 2.5260 0.0920
H 1.8661 1.1177 -1.4307
H -2.3045 -2.0416 0.0719
H -2.8278 -0.4457 0.8315
H -3.8835 -1.3584 -0.3981
H 2.9386 -0.5569 2.0300
H 2.5270 -0.7941 0.3087
H 2.5238 0.8414 0.7545
H 0.7571 -2.6351 1.4843
H -0.5726 -1.8067 2.2604
H 1.1020 -1.9484 3.0927
H -2.5382 0.4547 -1.7068
H -1.7710 -1.1241 -1.9846
H 0.7370 0.2865 2.5040
*
```